38
Properties=species:S:1:pos:R:3:forces:R:3:nbo_charge:R:1 method="wB97M-V/def2-TZVPD" homo_lumo_gap_ev=7.606 smiles="C/C=C/C=C/O.O.O.O.O.O.O.O.O" mol_weight_g_mol=228.2 multiplicity=1 lumo_ev=-0.08 charge=0 largest_force_ev_per_a=3.3 de_lowest_kj_mol=191.5
C -3.33270 1.69922 -1.15250 -2.6512 -2.0131 0.1200 -0.64
C -2.50970 0.57469 -0.59131 0.7468 1.9533 1.3778 -0.20
C -2.50013 -0.69766 -0.91523 -1.5558 -1.6870 -1.6732 -0.20
C -1.60798 -1.77682 -0.53667 0.0149 0.5653 1.1991 -0.35
C -1.56560 -2.99636 -1.08907 0.6749 -0.6772 1.5084 0.17
O -0.65753 -3.91301 -0.58866 -0.5176 0.4590 0.4092 -0.70
H -3.33846 1.60061 -2.22291 0.3703 0.6253 -0.6573 0.22
H -4.47063 1.51659 -0.93889 1.9116 0.7933 0.1579 0.21
H -2.93761 2.62442 -0.76347 -0.4175 0.4501 -0.2919 0.21
H -1.86014 1.05235 0.17268 0.2716 -1.2692 -0.3044 0.17
H -3.31639 -1.06732 -1.61871 1.0227 0.7500 0.5160 0.19
H -1.00131 -1.57961 0.39101 -0.1596 -0.2301 -1.1628 0.21
H -2.25921 -3.49275 -1.77527 0.3972 0.7550 -0.2012 0.19
H -0.34796 -3.56585 0.28663 0.0733 -0.4153 -0.8135 0.50
O 0.45755 -0.03536 2.42251 -0.2256 -0.0084 1.0536 -0.99
H 0.62778 0.92977 2.36592 0.2926 -0.4966 -0.0368 0.50
H 0.51220 -0.22551 3.38441 -0.2782 0.1500 -0.8710 0.47
O 0.99488 -3.10648 1.89415 0.5285 0.0797 -0.7439 -0.96
H 1.36922 -2.31237 1.47049 -0.4544 0.2757 0.3384 0.49
H 1.73538 -3.68704 1.66956 -0.2740 -0.5164 0.3166 0.47
O 1.12091 1.37556 -0.61339 0.4469 0.0121 0.4619 -0.97
H 1.84038 1.79898 -1.09529 -0.1054 -0.1780 -0.2569 0.48
H 0.33421 1.71531 -1.05127 -0.0786 -0.0408 0.0049 0.50
O 0.08457 3.53011 0.65636 0.3291 0.0967 -0.0857 -0.96
H 0.24915 4.47710 0.72353 -0.7040 -0.0181 0.0728 0.48
H -0.78739 3.28086 0.97871 -0.0423 0.5592 0.0507 0.49
O 1.87937 2.24400 2.26590 0.4285 0.1042 0.4738 -0.96
H 2.14404 2.14591 1.34430 -0.3383 0.0305 -0.1556 0.49
H 1.33933 3.04121 2.25995 0.0024 -0.0319 -0.2263 0.49
O 2.93514 -1.10367 1.65851 0.0171 0.6543 -0.1296 -0.96
H 2.82077 -0.22395 1.26008 0.1592 -0.3698 -0.0070 0.47
H 2.40246 -0.97048 2.45798 0.0644 -0.1702 -0.1016 0.49
O 1.94535 -1.20370 -1.41536 0.5889 -0.5422 0.7126 -0.95
H 1.50715 -0.96180 -0.58858 -0.2487 0.1122 -0.1433 0.49
H 2.85304 -1.37717 -1.11562 -0.3023 -0.0162 -0.3644 0.48
O 1.03625 0.64552 -3.17340 0.0258 -0.8852 0.0452 -0.99
H 1.11686 0.07713 -3.94826 -0.1007 0.3509 -0.2434 0.46
H 1.18676 -0.03245 -2.46884 0.0876 0.7890 -0.3493 0.50